1.
This record from the OMol25 dataset describes a molecular structure, C33H29CoOP. The level of theory is wB97M-V/def2-TZVPD.

Structure (XYZ):
```
65
Properties=species:S:1:pos:R:3:forces:R:3
Co -1.44209 -1.41048 0.48686 -0.25 -0.25 0.11
C 0.33950 3.24801 -1.05625 0.02 0.06 0.03
C -0.62192 2.89811 -1.99442 -0.01 0.08 0.00
C -0.83044 1.56852 -2.30734 -0.01 -0.07 -0.06
C -0.07007 0.56718 -1.70306 0.19 0.00 -0.04
C 0.89461 0.92855 -0.76552 -0.08 -0.07 -0.01
C 1.09459 2.26314 -0.44274 -0.02 0.03 -0.02
P -0.43019 -1.17743 -2.12029 -0.23 0.19 0.48
C 0.20599 -1.33492 -3.81085 0.02 -0.08 -0.16
C 1.11930 -0.44797 -4.37033 0.01 0.09 0.08
C 1.63531 -0.68065 -5.63442 0.05 0.03 -0.08
C 1.24536 -1.80059 -6.35120 -0.03 -0.06 -0.03
C 0.32753 -2.68712 -5.80465 0.04 0.02 -0.05
C -0.19250 -2.45098 -4.54393 -0.01 0.01 0.02
C 0.76226 -2.09654 -1.10107 -0.23 -0.12 -0.31
C 2.02063 -2.50852 -1.51891 0.16 -0.08 -0.07
C 2.79144 -3.28701 -0.67250 0.00 -0.01 0.07
C 2.28722 -3.64545 0.57409 0.07 -0.04 -0.11
C 1.04049 -3.19916 0.98200 -0.10 -0.05 0.15
C 0.23634 -2.41743 0.15276 -0.08 0.54 0.48
H 0.49353 4.28790 -0.80244 0.01 0.04 0.01
H -1.21450 3.66544 -2.47333 -0.04 0.03 -0.03
H -1.59106 1.30196 -3.03230 -0.04 -0.03 -0.04
H 1.48406 0.16633 -0.27427 0.03 -0.04 0.02
H 1.84584 2.52351 0.28788 0.05 0.03 0.09
H 1.43109 0.42649 -3.81216 0.01 -0.01 0.00
H 2.34771 0.01385 -6.05943 0.02 0.02 -0.01
H 1.65467 -1.98379 -7.33495 0.01 0.00 -0.05
H 0.01388 -3.55882 -6.36180 0.00 -0.04 -0.03
H -0.90935 -3.14238 -4.11793 -0.02 -0.02 0.02
H 2.39457 -2.23321 -2.49780 0.00 0.00 -0.03
H 3.77462 -3.61765 -0.97911 0.03 -0.02 -0.02
H 2.87388 -4.28046 1.22579 0.03 -0.01 0.04
H 0.68277 -3.49030 1.96423 0.01 0.04 0.04
C 3.53519 1.62853 3.85056 0.03 0.13 0.00
C 3.45589 0.24820 3.88679 0.01 -0.14 0.01
C 2.27123 -0.38823 3.55293 -0.03 0.07 0.03
C 1.13963 0.33498 3.16199 -0.35 -0.02 0.44
C 1.23607 1.73132 3.13468 0.11 -0.09 -0.08
C 2.41737 2.36420 3.47770 0.07 0.00 -0.01
C -0.03223 -0.46252 2.73540 -0.08 0.56 -0.21
C -1.08403 -0.13934 1.95006 0.37 -0.76 0.16
C -1.81603 1.12480 1.83676 0.48 -0.10 0.02
C -1.94219 1.99849 2.92595 -0.17 -0.02 0.06
C -2.71402 3.14192 2.83904 0.00 -0.02 -0.02
C -3.38822 3.44418 1.66003 0.01 0.06 0.06
C -3.29085 2.58098 0.58318 0.00 -0.09 -0.09
C -2.52225 1.42925 0.67760 -0.16 0.14 -0.33
H 4.45922 2.12928 4.10605 0.01 0.02 0.02
H 4.31930 -0.33928 4.17245 0.00 0.00 0.00
H 2.21487 -1.46931 3.57414 0.01 -0.04 -0.02
H 0.39328 2.32882 2.83170 -0.02 0.04 -0.06
H 2.46753 3.44475 3.45457 0.00 0.05 -0.02
H 0.08316 -1.51428 2.97157 0.34 -0.13 -0.47
H -1.42991 1.75858 3.84827 -0.06 -0.04 0.04
H -2.79708 3.79743 3.69619 0.00 0.03 0.01
H -3.98405 4.34306 1.58712 -0.05 0.03 0.01
H -3.81190 2.79897 -0.33994 -0.02 0.03 -0.03
H -2.45817 0.77373 -0.19121 0.03 0.05 0.10
C -4.16701 -1.36653 2.01484 -0.06 0.04 0.16
O -3.31504 -2.07093 1.10024 -0.11 -0.05 -0.34
H -4.95822 -2.03099 2.36352 0.02 0.04 0.01
H -4.58919 -0.47681 1.54645 0.00 -0.02 0.02
H -3.53800 -1.06818 2.84857 -0.02 0.01 -0.01
H -3.84946 -2.48321 0.41218 0.00 0.03 0.05
```
Positions in Å, forces in eV/Å.

The expectation value of S² is 1.084. The calculation puts the HOMO-LUMO gap (alpha / beta) at 0.247 / 0.270 hartree. Its multiplicity is 2. Its energy relative to the best compared isomer or geometry (same formula, charge and spin) is 18.6 kcal per mole.

2.
This record from the OMol25 dataset describes a single C19H19N3O3S molecule. The level of theory is wB97M-V/def2-TZVPD.

Structure (XYZ):
```
45
Properties=species:S:1:pos:R:3:forces:R:3
C 4.14214 3.85042 0.13120 -0.04 0.02 0.00
C 3.22494 2.94644 0.89871 0.10 -0.06 0.18
C 3.51435 2.56406 2.19801 0.11 0.11 -0.14
C 2.64101 1.74345 2.89523 -0.18 -0.08 -0.02
C 1.48321 1.29078 2.30176 -0.13 0.08 -0.06
C 1.18791 1.65847 0.98925 0.08 0.03 0.15
O 0.03218 1.13409 0.48255 0.06 0.09 0.22
C -0.34347 1.45991 -0.83831 0.02 0.12 -0.10
C -1.52011 0.61781 -1.17369 0.06 0.07 -0.01
N -2.76171 1.00202 -1.15943 0.62 1.03 0.26
N -3.53020 -0.05372 -1.46490 -0.20 -0.73 -0.16
C -2.73792 -1.08131 -1.66343 -0.01 0.06 -0.12
S -3.25120 -2.68008 -2.10179 -0.12 -0.28 -0.05
C -5.00672 -2.33388 -2.45208 0.15 0.08 0.19
C -5.85739 -2.25035 -1.17721 0.23 -0.08 -0.51
O -6.56493 -3.15994 -0.84717 -0.14 -0.15 0.08
O -5.77358 -1.12357 -0.49926 -0.14 0.39 0.42
N -1.43979 -0.71298 -1.50242 -0.89 0.24 -0.03
C -0.26508 -1.53679 -1.65296 0.44 -0.22 0.01
C 0.46564 -1.71933 -0.34583 0.10 -0.11 0.00
C 1.80587 -1.38128 -0.23053 -0.11 -0.10 -0.12
C 2.46637 -1.54706 0.97366 0.09 -0.07 0.05
C 1.78946 -2.04977 2.07069 0.10 -0.04 0.00
C 0.45088 -2.38696 1.96138 -0.08 -0.03 0.04
C -0.20915 -2.22461 0.75747 0.04 0.00 -0.10
C 2.05443 2.49032 0.29814 -0.25 -0.11 -0.14
H 3.66047 4.81152 -0.04696 0.03 0.09 -0.04
H 5.06398 4.02469 0.67947 0.08 0.04 -0.01
H 4.38784 3.41731 -0.83725 0.06 0.02 -0.07
H 4.42062 2.91201 2.67085 0.10 0.05 0.03
H 2.86787 1.45600 3.91089 0.01 -0.04 0.10
H 0.79038 0.65116 2.82346 -0.08 -0.10 0.06
H 0.47607 1.24968 -1.54102 -0.03 0.10 0.09
H -0.63403 2.51511 -0.91527 0.07 -0.15 -0.06
H -5.34724 -3.17888 -3.04953 0.01 0.09 0.09
H -5.04982 -1.40758 -3.02501 -0.05 -0.07 -0.04
H -5.07893 -0.49644 -0.84539 -0.07 -0.37 -0.16
H 0.39526 -1.07528 -2.39531 -0.09 -0.15 0.05
H -0.60150 -2.50510 -2.03883 0.11 0.17 -0.06
H 2.33822 -0.98500 -1.08427 0.04 0.07 -0.10
H 3.50732 -1.27331 1.05630 0.09 0.04 0.02
H 2.30397 -2.17318 3.01161 0.05 -0.01 0.09
H -0.08215 -2.77673 2.81553 -0.04 -0.04 0.08
H -1.25356 -2.48916 0.67297 -0.15 -0.02 0.01
H 1.83808 2.80704 -0.71127 -0.05 0.01 -0.12
```
Positions in Å, forces in eV/Å.

As for the SMILES: Cc1cccc(OCc2nnc(SCC(=O)O)n2Cc2ccccc2)c1. The calculation puts the HOMO-LUMO gap at 0.333 hartree. Its multiplicity is 1. Its energy relative to the best compared isomer or geometry (same formula, charge and spin) is 34.8 kcal per mole.

3.
This record from the OMol25 dataset describes a molecular structure, C12H19Cl2NO2PTi. The level of theory is wB97M-V/def2-TZVPD.

Structure (XYZ):
```
38
Properties=species:S:1:pos:R:3:forces:R:3
C 0.70878 -3.32544 -1.84196 0.26 0.82 -1.29
C 0.48904 -1.94853 -1.29842 -3.00 -1.90 4.87
H -0.22618 -3.88444 -2.08535 0.54 0.78 0.35
H 1.27723 -3.83044 -1.04360 0.06 0.00 -0.31
H 1.32142 -3.19892 -2.74834 0.12 -0.65 0.32
O -0.58487 -1.66475 -0.66907 2.78 0.95 -2.86
Cl 1.90945 -1.04011 -0.55956 -0.56 0.00 -1.41
Ti -0.28613 0.48170 -0.00234 5.78 -0.60 2.86
P -0.07033 0.74422 -2.50481 0.16 1.18 -2.23
C -1.57223 1.29586 -3.35862 -0.46 0.01 0.51
C 1.11574 2.09696 -2.77064 0.02 0.06 0.41
H 1.52855 -0.84806 -3.45207 0.06 0.18 -0.22
H 0.57462 -0.00816 -4.70963 -0.06 0.04 0.35
H -0.13810 -1.34761 -3.77102 -0.01 0.19 -0.20
C 0.53381 -0.48235 -3.71884 0.01 -1.00 0.74
H 2.03421 1.89098 -2.21752 0.05 0.10 -0.17
H 1.32505 2.17403 -3.84738 -0.10 0.00 0.30
H -1.34265 1.48780 -4.41410 -0.01 0.00 0.26
H -1.94905 2.20509 -2.88395 -0.01 0.07 -0.21
H 0.68082 3.02366 -2.39285 0.12 0.06 -0.11
H -2.34887 0.52853 -3.28283 0.04 0.05 -0.19
C -2.15048 0.86797 -0.33965 -11.74 1.67 -2.25
O -3.30798 0.96928 -0.55094 7.24 -0.56 1.36
Cl 0.87558 2.27917 0.65050 -1.26 -1.66 -0.69
N -0.12087 -0.83919 1.73090 0.79 -0.21 -0.23
C -0.06540 -0.24547 3.04440 0.75 -0.33 -0.77
C 1.17809 -0.12929 3.67744 0.08 0.68 0.57
C 1.21524 0.53353 4.90754 0.47 -0.60 -0.79
C 0.02092 1.01012 5.47639 0.02 0.02 0.02
C -1.19878 0.86320 4.82875 -0.29 -0.23 -0.49
C -1.25380 0.20006 3.60042 -0.46 0.94 0.46
H 0.72308 -1.40206 1.52811 -0.61 0.13 0.50
H -0.92839 -1.46365 1.65391 -0.07 -0.09 0.02
H 2.08957 -0.50422 3.20169 -0.28 0.11 0.24
H 2.17829 0.67359 5.41248 -0.50 -0.09 -0.13
H 0.06414 1.49294 6.44231 -0.05 0.08 0.03
H -2.11094 1.26245 5.25520 0.09 -0.10 0.10
H -2.18857 0.08157 3.05343 0.01 -0.09 0.27
```
Positions in Å, forces in eV/Å.

The calculation puts the HOMO-LUMO gap (alpha / beta) at 0.158 / 0.159 hartree. Its multiplicity is 1. Its charge is +3.

Sequential F_max output: 0.864 1.231 12.071 eV Å⁻¹